# 1
Density functional theory data (ωB97M-V/def2-TZVPD) for a cluster of 2 separate species, C2H8N2O in total in a non-equilibrium geometry.

LUMO energy (spin up / spin down) = 4.24 / 4.09 eV
Gap between HOMO and LUMO (spin up / spin down) = 2.84 / 6.60 eV
E_HOMO (spin up / spin down) = 0.0514 / -0.0923 Ha
Maximum force = 3.6 eV/A
Multiplicity = 2
Charge = -1

Positions of all 13 atoms, in Å:
C -1.2248 0.5634 1.4174
N -0.7740 0.6373 0.0154
C 0.5245 1.1376 -0.2441
N 0.8057 1.3566 -1.5365
H -0.8708 -0.3013 1.9486
H -0.9584 1.5235 1.8426
H -2.3252 0.5749 1.3456
H -1.2971 0.7551 -0.8464
H 1.1035 1.3324 0.6635
H 1.3934 2.1381 -1.8180
H 1.6679 -2.8279 -1.4629
H 0.6525 -3.3055 -0.3395
O 1.3027 -3.5842 -0.9858

=====

# 2
Density functional theory data (ωB97M-V/def2-TZVPD) for a cluster of 2 separate species, C2H8N2O in total in a non-equilibrium geometry.

SMILES string = N/C=C\N.O
LUMO energy = 0.75 eV
Gap between HOMO and LUMO = 8.11 eV
E_HOMO = -0.2706 Ha
Maximum force = 1.8 eV/A

Positions of all 13 atoms, in Å:
N -2.2610 0.8267 1.1141
C -1.2453 0.6496 2.0565
C -0.0757 0.0346 1.8587
N 0.3027 -0.5411 0.6448
H -2.0887 0.9660 0.1479
H -3.1607 0.4484 1.3521
H -1.3880 1.0579 3.0504
H 0.7477 0.2400 2.5308
H -0.0208 -0.4200 -0.2719
H 1.0431 -1.1890 0.6988
O 2.5846 -1.0683 -4.2460
H 2.3559 -0.1691 -3.9811
H 3.2061 -0.8357 -4.9551

=====

# 3
Density functional theory data (ωB97M-V/def2-TZVPD) for a structure of composition C2H8N2O in a non-equilibrium geometry.

LUMO energy = 0.79 eV
Gap between HOMO and LUMO = 8.91 eV
E_HOMO = -0.2987 Ha
Maximum force = 5.1 eV/A

Positions of all 13 atoms, in Å:
C 1.0822 -1.7669 -0.5891
C 0.9671 -0.7105 0.4489
N -1.7657 1.6327 0.3051
N 1.1547 0.5470 0.2943
O -2.4562 1.3545 -0.7694
H 0.4687 -1.5008 -1.3999
H 2.1466 -1.8635 -0.7595
H 0.7855 -2.7746 -0.2963
H -0.4909 1.6970 0.2773
H 0.5040 -1.0279 1.4418
H -1.9146 2.6784 0.5803
H -1.8898 0.9845 1.1330
H 1.4086 0.7501 -0.6666

=====

# 4
Density functional theory data (ωB97M-V/def2-TZVPD) for a cluster of 2 separate species, C2H8N2O in total in a non-equilibrium geometry.

SMILES string = [H]/N=C\O.CN
LUMO energy = 0.76 eV
Gap between HOMO and LUMO = 9.97 eV
E_HOMO = -0.3384 Ha
Maximum force = 2.4 eV/A

Positions of all 13 atoms, in Å:
H -1.4180 -2.2038 0.9471
N -0.5766 -1.8887 1.4268
C -0.7056 -0.7198 1.9236
O -1.8430 -0.0365 1.7940
H 0.0713 -0.1720 2.4748
H -2.5167 -0.5432 1.3198
C 0.5374 0.6544 -1.1001
N 1.8389 1.1004 -1.5608
H 0.6485 -0.2608 -0.5156
H 0.0746 1.4182 -0.4689
H -0.1248 0.4475 -1.9455
H 2.2927 0.3421 -2.0687
H 1.7215 1.8622 -2.2265

=====

# 5
Density functional theory data (ωB97M-V/def2-TZVPD) for a cluster of 2 separate species, C2H8N2O in total in a non-equilibrium geometry.

SMILES string = [H]/N=C/NC.O
LUMO energy = 0.75 eV
Gap between HOMO and LUMO = 8.84 eV
E_HOMO = -0.2972 Ha
Maximum force = 2.6 eV/A

Positions of all 13 atoms, in Å:
H -1.7751 -0.3918 -1.9276
N -0.7740 -0.2140 -1.7870
C -0.7599 0.2543 -0.5755
N -0.2541 -0.4299 0.4630
C -0.3013 0.1319 1.8229
H -1.4492 1.0845 -0.3330
H 0.3869 -1.1112 0.0520
H -0.2086 1.2192 1.7793
H 0.2288 -0.6000 2.4154
H -1.3475 0.1013 2.1719
O 2.2777 -0.3257 -1.1840
H 2.0664 -0.1911 -2.1167
H 1.9099 0.4725 -0.7807

=====

# 6
Density functional theory data (ωB97M-V/def2-TZVPD) for an isolated molecule of C2H8N2O2 in a non-equilibrium geometry.

SMILES string = CON(N)OC
LUMO energy = 1.13 eV
Gap between HOMO and LUMO = 10.05 eV
E_HOMO = -0.3279 Ha
Maximum force = 3.5 eV/A

Positions of all 14 atoms, in Å:
C 1.7353 -1.1335 0.4220
O 0.4025 -1.4086 0.0974
N -0.4326 -0.3107 -0.2127
N -1.8018 -0.6225 -0.4930
O -0.5028 0.3652 1.0355
C -0.6544 1.7336 0.9628
H 2.3490 -1.1617 -0.4438
H 2.0731 -1.9281 1.1463
H 1.7303 -0.1515 0.8960
H -2.0948 -1.4008 0.2075
H -1.9460 -1.1024 -1.4159
H 0.2433 2.3668 0.7881
H -0.9527 2.0730 1.9060
H -1.3722 2.1788 0.2327

=====

# 7
Density functional theory data (ωB97M-V/def2-TZVPD) for an isolated molecule of C2H8N2O2 in a non-equilibrium geometry.

SMILES string = C[N@@H+](C[O-])ON
LUMO energy = 0.84 eV
Gap between HOMO and LUMO = 9.62 eV
E_HOMO = -0.3229 Ha
Maximum force = 2.0 eV/A

Positions of all 14 atoms, in Å:
C -1.6622 -0.3003 -0.4427
N -0.3441 -0.0009 0.1008
C 0.9679 -1.0418 -0.3251
O 1.3481 -1.2892 0.8924
O -0.1333 1.4352 -0.0619
N 1.0131 1.8983 0.5798
H -2.4216 0.3071 0.0490
H -1.6635 -0.0879 -1.5113
H -1.8639 -1.3581 -0.2803
H -0.0454 -0.4209 1.1112
H 0.4626 -1.8415 -0.8936
H 1.5652 -0.3982 -0.9948
H 1.8282 1.4203 0.2030
H 0.9486 1.6780 1.5736

=====

# 8
Density functional theory data (ωB97M-V/def2-TZVPD) for a cluster of 2 separate species, C2H8N2O2 in total in a non-equilibrium geometry.

LUMO energy (spin up / spin down) = 0.47 / 0.47 eV
Gap between HOMO and LUMO (spin up / spin down) = 7.54 / 7.54 eV
E_HOMO (spin up / spin down) = -0.2598 / -0.2598 Ha
Maximum force = 4.6 eV/A

Positions of all 14 atoms, in Å:
C 2.1394 0.0929 0.2729
C -1.7888 -0.4674 -0.2816
N -1.1585 1.8931 -0.4709
N -1.2304 0.6766 -0.0381
O -1.3675 -1.6834 0.1851
O 0.9532 -0.4617 -0.1069
H 1.8083 1.0505 0.7621
H 2.7820 0.4831 -0.5936
H 2.6603 -0.4957 0.9576
H -2.7738 -0.5232 -0.6335
H -1.7716 1.9511 -1.3128
H 1.1285 -1.4356 -0.3746
H -0.4330 0.4831 0.5270
H -0.9480 -1.5634 1.1073

=====

# 9
Density functional theory data (ωB97M-V/def2-TZVPD) for a cluster of 2 separate species, C2H8N2O2 in total in a non-equilibrium geometry.

SMILES string = NCC(N)=O.O
LUMO energy = 0.69 eV
Gap between HOMO and LUMO = 10.55 eV
E_HOMO = -0.3624 Ha
Maximum force = 4.7 eV/A

Positions of all 14 atoms, in Å:
N -2.0756 -0.7636 -1.9210
C -1.4413 0.4231 -1.2066
C -0.1673 0.0600 -0.3297
N -0.3024 -0.8659 0.6490
O 0.9815 0.3119 -0.6510
H -1.3132 -1.2275 -2.4637
H -2.7200 -0.4300 -2.5482
H -2.2737 0.9823 -0.8264
H -1.0069 0.9305 -2.0392
H -1.2502 -1.2046 0.8756
H 0.6371 -1.2887 0.9765
O 2.7341 0.8302 3.0112
H 1.9499 1.3371 3.0760
H 2.5495 0.2723 2.1892

=====

# 10
Density functional theory data (ωB97M-V/def2-TZVPD) for a cluster of 2 separate species, C2H8N2O2 in total in a non-equilibrium geometry.

SMILES string = NC=O.NCO
LUMO energy = 0.50 eV
Gap between HOMO and LUMO = 10.12 eV
E_HOMO = -0.3535 Ha
Maximum force = 2.8 eV/A

Positions of all 14 atoms, in Å:
N -3.0298 -2.2197 -1.4748
C -1.6861 -2.0632 -1.9914
O -1.3747 -2.5647 -3.0480
H -3.5206 -2.9095 -2.0661
H -3.6123 -1.3718 -1.2923
H -0.9511 -1.4094 -1.2880
N 1.7004 0.7747 2.0481
C 2.1762 1.4902 0.9201
O 1.8759 2.8573 1.1428
H 2.0116 1.1759 2.9656
H 0.6175 0.8062 1.9389
H 3.2624 1.4097 0.6699
H 1.6077 1.1179 0.0832
H 0.9229 2.9065 1.3919

=====

# 11
Density functional theory data (ωB97M-V/def2-TZVPD) for a cluster of 2 separate species, C2H8N2O2 in total.

SMILES string = O=CO.NCN
LUMO energy = 0.54 eV
Gap between HOMO and LUMO = 9.65 eV
E_HOMO = -0.3348 Ha
Maximum force = 0.9 eV/A

Positions of all 14 atoms, in Å:
O 2.6826 0.8717 -0.8475
C 2.4513 0.0875 0.0179
O 2.3698 -1.2715 -0.1230
H 2.2153 0.4531 1.0242
H 1.4632 -1.4922 -0.4047
N -0.4081 0.9892 0.3914
C -1.5545 0.1022 0.5048
N -1.8384 -0.7576 -0.6274
H -0.6684 1.9610 0.4125
H 0.2595 0.8883 -0.3503
H -2.4409 0.7168 0.7018
H -1.4550 -0.5269 1.3906
H -1.4247 -1.6753 -0.5627
H -1.6516 -0.3461 -1.5277

=====

# 12
Density functional theory data (ωB97M-V/def2-TZVPD) for a structure of composition C2H8N2O2 in a non-equilibrium geometry.

LUMO energy (spin up / spin down) = 0.17 / 0.17 eV
Gap between HOMO and LUMO (spin up / spin down) = 8.90 / 8.90 eV
E_HOMO (spin up / spin down) = -0.3207 / -0.3207 Ha
Maximum force = 5.3 eV/A

Positions of all 14 atoms, in Å:
C 0.3888 -0.4556 0.7451
C -2.2664 0.2787 -0.4034
N 0.2041 -0.5712 -0.6165
N 2.7405 0.5668 -0.0116
O 2.1064 -0.5788 0.4678
O -1.4602 -0.8267 -0.0612
H 0.3961 -1.5321 -0.9035
H 2.5459 1.3374 0.6266
H 2.3499 0.7857 -0.9268
H 0.2507 -1.2978 1.4178
H 0.2607 0.5429 1.1559
H -2.7654 0.6654 0.4936
H -1.7209 1.1163 -0.8590
H -3.0303 -0.0309 -1.1248

=====

Sequential ΔE to the lowest compared entry with this formula, charge and spin output: 2.2254 2.0419 5.1304 1.7612 3.0039 5.8994 6.1354 5.3441 1.5628 2.0268 1.8283 7.3708 eV